[1]
Below is a cluster of 8 separate species, C31H71FO13 in total, with properties calculated with ωB97M-V/def2-TZVPD.

XYZ file:
```
116
Properties=species:S:1:pos:R:3:forces:R:3:mulliken_charge:R:1
F 2.793639 2.149917 4.303502 -0.2309 -0.3868 0.1172 -0.37
O -0.146325 1.510370 1.219156 0.4803 -0.8601 0.0514 -0.58
O -5.366822 1.501840 -3.522806 -0.0186 0.0517 0.1165 -0.46
O -5.835820 -1.001564 -7.758841 -0.0214 0.0815 0.1319 -0.55
O 3.128854 -3.021624 2.731482 -0.1393 1.1005 -0.1071 -0.22
O 0.043596 -3.559708 6.207390 -0.0302 0.1009 -0.0891 -0.51
O 4.667690 -4.272919 1.826498 1.6856 -3.8032 0.0892 -0.54
O -1.959695 4.900048 0.026242 -0.1223 -0.0172 -0.1062 -0.55
O 1.837465 2.200613 0.332883 0.4857 -0.3417 -0.1359 -0.63
O 1.901557 4.322945 -0.347505 1.2296 3.4670 -3.5759 -0.49
O 0.938088 3.791455 1.607855 2.0791 0.5242 -0.5141 -0.44
O 8.128004 -1.201706 1.397159 -0.2661 0.1393 0.0349 -0.52
O -7.339226 0.333571 -11.065192 0.1262 -0.0234 0.2120 -0.52
O 8.511538 -0.157919 4.269715 -0.0646 0.2288 0.2873 -0.41
C 3.986029 2.745001 2.356210 -0.0658 -0.2598 -0.0541 -1.48
C 2.309933 -1.428477 4.444446 -0.4605 -1.0766 -0.0417 -0.75
C 1.373779 2.738135 2.454335 -2.6287 -1.1611 2.7640 1.06
C 0.990752 -0.926895 2.224297 -0.0456 -0.1694 0.1714 -0.45
C -2.818416 5.165300 2.268892 -0.0906 -0.0075 0.0491 -1.34
C 0.328715 2.716484 3.602151 0.5058 0.2604 -0.0491 -1.75
C -1.072459 1.882476 -1.010569 -0.2876 -0.0402 0.1194 0.23
C 7.808046 -2.447070 2.026622 0.4635 -0.1350 -0.1398 0.07
C 1.221036 1.545750 1.497598 -0.2168 1.7145 -0.3870 2.09
C -6.986411 -2.905173 -8.701941 -0.0707 -0.0595 -0.0173 -1.18
C -0.493117 0.883395 -0.017808 -0.9138 -0.4086 -0.4571 -0.50
C -6.512860 -0.408845 -4.478106 -0.0116 0.0058 0.0446 -0.86
C 3.487613 -1.950741 3.618666 0.1333 0.3459 1.1083 -0.46
C 4.109078 -3.258259 1.811355 -0.6905 2.3648 -0.5076 0.54
C -1.466528 1.254339 -2.347188 -0.3104 -0.5978 0.1542 -0.77
C -6.557178 0.720959 -3.466158 0.0851 0.0472 -0.3747 -0.41
C 0.956603 -1.256541 3.724263 0.0402 0.8124 -0.2439 -0.31
C 2.714785 2.952349 3.179960 1.0836 0.6930 -1.5405 -0.08
C 1.917599 0.235716 1.824002 -0.3155 -0.1843 -0.6064 -0.73
C -0.257652 -4.568933 5.244357 0.1627 -0.2087 0.3433 -0.05
C -8.556407 0.392298 -10.323318 -0.1321 0.0004 -0.5331 -0.10
C 9.060947 1.101744 4.641362 -0.3233 0.0329 -0.2584 -0.30
C 1.610478 3.537257 0.419923 -1.7927 -3.4053 3.4518 0.16
C -9.549120 -0.631341 -10.842226 -0.0134 -0.0515 0.0713 -0.96
C -2.674908 4.246335 1.069341 0.4077 0.2547 0.2042 0.51
C -2.572071 0.191648 -2.213114 0.0749 0.0397 0.3064 -1.13
C 7.965135 2.096566 4.977955 -0.0111 0.0090 0.0782 -0.89
C 8.926099 -2.896825 2.946588 0.0817 -0.0230 0.1448 -1.09
C -7.029128 -1.776172 -7.689057 0.2301 -0.0089 -0.4470 0.01
C 4.486565 -2.226334 0.774726 -0.4002 1.2683 -0.0010 -0.92
C -1.101786 -5.670925 5.856540 -0.0762 0.0266 0.0009 -1.23
H -10.478469 -0.601859 -10.270774 -0.0143 -0.0041 -0.0427 0.30
H 3.978651 1.852758 1.731125 -0.1484 0.0096 0.0769 0.32
H -1.835961 5.458907 2.647714 0.0063 -0.0929 0.0382 0.28
H 4.140501 3.588371 1.682989 0.1162 0.0835 0.1145 0.39
H 4.823579 2.632962 3.044406 0.0658 0.3259 -0.0180 0.34
H -0.038455 -0.733536 1.919444 0.0834 0.2053 -0.0029 0.42
H -5.771408 -0.644157 -8.653600 0.0058 -0.0316 0.0687 0.33
H -3.525180 0.667528 -1.983685 -0.0266 -0.0404 -0.0295 0.16
H 4.702522 -1.251891 1.219030 -0.0992 -0.0334 0.0795 0.20
H 7.952009 -0.017371 3.494795 0.2178 -0.1143 -0.0907 0.18
H -3.371486 4.677344 3.074263 0.0286 0.0228 0.0261 0.34
H 4.212948 -2.366071 4.330202 0.0430 0.0646 -0.0955 0.48
H -6.883513 -2.508898 -9.715454 -0.0893 0.0264 0.0091 0.26
H -1.089906 5.132748 0.373845 -0.0480 -0.0486 -0.0546 0.32
H 2.444873 -0.067001 0.916807 0.1011 0.1436 0.0103 0.05
H 2.149635 -2.160639 5.240434 -0.1335 0.0700 0.0206 0.49
H -0.610828 0.771770 -2.828742 0.1318 0.3216 -0.0655 0.35
H 7.345728 1.719218 5.792902 0.0601 0.0044 0.0320 0.27
H 2.678897 0.437807 2.572532 -0.1054 -0.1217 0.0963 -0.09
H 6.887634 -2.298179 2.591866 -0.0167 0.1043 -0.0671 -0.07
H -1.341366 -6.437306 5.117677 0.0161 -0.0196 0.0319 0.35
H -0.575240 -6.142784 6.689749 0.0442 -0.0604 -0.0708 0.34
H 1.282650 -1.801565 1.645268 0.1312 -0.0854 0.1578 0.53
H -3.654634 3.969845 0.679259 0.0604 0.0389 -0.1498 0.46
H 7.308498 2.251309 4.117904 0.0742 0.0637 -0.0390 0.14
H 0.595415 3.532242 4.278662 -0.1682 0.0078 0.0246 0.56
H -9.128421 -1.635946 -10.777675 -0.0039 0.0173 0.0723 0.22
H 7.616830 -3.194109 1.250517 -0.1371 -0.0844 0.1096 0.40
H 0.384492 1.803564 4.191341 -0.1531 -0.0612 -0.1673 0.20
H 0.296721 -2.107850 3.873248 0.2193 -0.2109 0.0323 -0.19
H -2.141353 3.330002 1.344906 -0.1292 -0.0430 0.1030 -0.35
H -8.312625 0.193865 -9.282818 0.1295 0.0829 -0.0287 0.05
H 8.935501 -1.330478 0.887458 -0.0576 0.0473 0.0850 0.29
H 4.000230 -1.114137 3.139821 -0.1395 -0.2173 -0.4948 0.26
H -1.308069 0.191314 0.210226 0.1566 -0.0745 0.2006 0.47
H -0.436963 2.757594 -1.151535 0.1387 -0.1343 -0.0414 0.18
H -1.870014 2.038009 -2.987523 0.3132 0.0540 -0.1812 0.38
H -5.295399 1.862018 -4.414111 0.0253 -0.0435 0.0886 0.27
H -7.893553 -3.511179 -8.653910 0.0107 -0.0045 -0.0351 0.33
H 9.859164 -3.030183 2.391496 -0.0692 -0.1224 -0.0765 0.37
H -2.031870 -5.261854 6.253381 -0.0076 0.0132 -0.0668 0.31
H 0.438175 -0.422529 4.210486 -0.0051 -0.1011 0.0896 0.17
H 2.598502 -0.516269 4.966907 0.2109 0.1195 -0.2783 0.30
H 0.527234 -3.980345 6.927317 -0.0570 0.0621 -0.0530 0.30
H 0.679533 -4.975009 4.849686 -0.0749 -0.0333 -0.1562 0.23
H -3.341759 6.080069 1.987061 -0.0470 -0.0486 -0.0125 0.37
H -2.696786 -0.390142 -3.126089 -0.0203 0.1398 -0.0968 0.42
H 2.731224 3.990117 3.522577 -0.2460 -0.0130 0.1004 0.72
H 3.694817 -2.034509 0.046458 -0.1563 -0.2238 0.1424 0.38
H 8.385437 3.059784 5.272626 -0.0363 0.0116 -0.0274 0.38
H -7.418254 1.371732 -3.652880 -0.1083 -0.1055 0.0888 0.32
H -7.110270 -2.171964 -6.677955 0.1164 0.0997 0.0352 0.34
H -0.793633 -4.087478 4.427330 0.0367 0.1050 0.0495 0.27
H 5.384018 -2.492392 0.230380 0.0087 -0.4604 0.1091 0.38
H -7.420862 -1.013927 -4.427436 0.0019 0.0103 -0.0128 0.37
H -9.780568 -0.445773 -11.893811 -0.0699 0.0655 0.0346 0.38
H -7.886591 -1.121813 -7.870437 -0.1546 -0.1608 0.1337 0.13
H -1.993207 2.246473 -0.550526 0.0346 0.2207 -0.0387 -0.13
H -7.546946 0.519061 -11.987724 0.0606 -0.0243 0.0855 0.30
H 9.702115 0.933920 5.506018 -0.0004 -0.1126 -0.0343 0.32
H -6.638337 0.326846 -2.453462 0.0920 0.1091 0.0399 0.30
H -8.969874 1.403551 -10.391556 -0.0755 -0.0192 0.1262 0.32
H -0.668058 2.905162 3.219795 -0.0436 -0.2330 -0.0877 0.14
H 0.291492 0.262474 -0.460118 0.3528 0.3031 0.1973 0.20
H 9.111403 -2.141343 3.709607 -0.0701 -0.1330 -0.0549 0.25
H -6.124236 -3.547214 -8.517885 -0.0360 -0.0031 0.0714 0.37
H -6.409404 -0.017240 -5.491939 -0.0584 -0.0161 -0.0008 0.22
H -5.650348 -1.051528 -4.294730 -0.0313 -0.0095 0.0471 0.28
H 8.673397 -3.840339 3.433976 0.0189 -0.0254 -0.0661 0.35
H 9.680064 1.475993 3.819002 0.0829 0.0923 0.0956 0.27
H -2.357738 -0.526091 -1.417765 0.0377 -0.0149 -0.0521 0.33
```
Forces are in eV/Å.

As for the strongest force on any atom: 0.1005 hartree/bohr. As for the total charge: 0. The calculation puts the orbital gap at 10.51 eV. The electronic energy comes out at -62631.398 eV. The SMILES is CCCCO[C@@]1(CCCCCOC(C)=O)OC(=O)O[C@]1(C)[C@H](C)F.CCO.CCO.CCO.CCO.CCO.CCO.CCO. For the LUMO energy, the calculation gives 0.61 eV.

---

[2]
Below is a cluster of 4 separate species, C31H73NO13P in total, with properties calculated with ωB97M-V/def2-TZVPD.

XYZ file:
```
119
Properties=species:S:1:pos:R:3:forces:R:3:mulliken_charge:R:1
P 1.434665 -3.627131 0.628523 -0.1923 -0.8408 -0.3234 0.25
O 1.485746 2.136546 2.417622 0.0214 0.1558 -0.1205 -0.35
O -1.824509 -8.827004 -4.451171 -0.0854 0.2011 -0.0517 -0.30
O -5.067399 -7.681928 -4.201122 0.1559 -0.0190 0.1617 -0.29
O 2.992199 -5.011494 -1.514216 0.2574 0.5045 0.1144 -0.46
O 3.056635 4.546446 1.389216 0.0868 0.0137 -0.0908 -0.42
O -2.604529 -6.118387 -3.318749 0.2218 0.1054 0.1512 -0.13
O 4.910828 -5.491947 -2.734703 0.1576 0.2031 0.3013 -0.28
O 6.621178 -3.421652 -3.657432 -0.1837 0.0766 0.0889 -0.47
O -2.365699 9.137586 6.230142 0.0635 0.0511 -0.1177 -0.41
O -3.577540 9.369838 8.996378 0.1251 -0.0980 -0.0991 -0.29
O -3.909901 6.542613 6.696032 -0.0266 0.1947 -0.0246 -0.30
O 1.380148 -2.201759 0.845153 -0.0943 1.1045 0.0995 -0.32
O 0.871813 5.711728 3.133836 0.1645 -0.1103 0.0355 -0.30
N 0.935010 -4.043298 -1.076060 0.0362 -0.0321 -0.3940 0.86
C -2.457075 -7.361075 -2.650115 -0.0777 -0.0495 0.0832 -0.66
C 5.879483 -4.256647 -4.516182 0.4684 0.0046 -0.1352 -0.71
C -4.753922 5.875190 5.791597 -0.0108 -0.1278 0.0017 -0.75
C 0.953218 -0.251595 -2.821377 -0.2825 0.2609 0.2015 -0.59
C -1.931474 7.921961 6.808073 0.1496 0.0029 0.0934 -0.39
C 1.040095 6.749770 4.072991 -0.1394 0.0374 0.0155 -0.82
C -0.575511 -4.256196 -1.215567 0.0245 -0.0276 -0.0618 -0.56
C -0.782681 -9.095903 -5.360710 0.0577 -0.1262 0.0098 -0.75
C -6.298448 -7.865548 -3.537003 -0.1242 -0.0182 -0.0868 -0.78
C 3.465213 2.228781 -3.996378 -0.0300 -0.0664 -0.0150 -0.43
C -3.670340 10.309984 7.944591 -0.0723 0.1504 0.0966 -0.56
C 1.192179 6.086296 1.809337 -0.1015 0.1535 -0.0154 -0.68
C 0.003510 -1.363142 -3.221566 -0.0152 -0.3632 -0.0425 -0.90
C -2.583707 6.691742 6.228783 0.0123 -0.2055 -0.0484 -0.47
C -2.923205 9.862755 10.140797 -0.0648 0.0462 0.0831 -0.76
C 2.886700 2.341148 2.443370 0.0687 -0.1713 0.0736 -0.48
C 1.102380 1.033786 1.638173 -0.0505 -0.0705 0.0281 -0.58
C 3.195288 0.878178 -3.312589 -0.1373 0.0963 0.0064 -0.29
C 1.737767 4.915025 1.031207 -0.1031 -0.0111 -0.0810 -0.21
C 3.236894 3.801889 2.578553 0.0402 0.0061 0.1164 -0.38
C 3.869471 -6.032215 -2.054524 -0.1431 -0.2709 -0.2050 -0.49
C 2.006968 0.077499 -3.864708 0.0607 -0.0842 -0.1532 -0.73
C -1.002652 -1.799405 -2.136949 0.2350 0.0159 -0.0271 -1.11
C -4.770709 -6.333430 -4.480994 -0.1452 0.0617 -0.0734 -0.63
C 4.606757 -4.776892 -3.924660 -0.4184 -0.2024 0.2279 -0.05
C -3.640806 9.629707 6.599062 -0.1246 0.0334 -0.0325 -0.37
C -1.336375 -3.294485 -2.122595 0.0687 0.0101 -0.1337 -0.60
C -1.400522 -8.268092 -3.234039 0.1080 -0.1439 0.0439 -0.25
C 1.645596 -5.248146 -1.628742 -0.0049 0.0464 -0.0373 -0.90
C -3.280993 -6.116915 -4.572926 -0.0074 0.0602 -0.1369 -0.52
C 3.540068 3.395151 -3.024190 0.0523 0.0875 0.0919 -1.30
H -0.665227 -1.456014 -1.159391 0.0295 0.0054 0.2204 0.36
H -7.151070 -7.619633 -4.179317 0.0318 0.0201 -0.0127 0.33
H 2.552897 3.763086 -2.754178 -0.1393 -0.0336 0.0906 0.28
H 4.043799 3.100440 -2.106096 0.1036 0.0238 0.1068 0.35
H 3.340897 1.954022 1.523582 0.0099 0.0024 -0.0411 0.25
H 4.397069 2.180934 -4.553399 0.0987 -0.0704 -0.1251 0.34
H 1.293283 -6.104517 -1.048255 -0.0142 -0.1368 0.0632 0.52
H -2.369849 -3.421029 -1.812320 -0.1586 -0.1095 0.0079 0.46
H -1.989549 5.812916 6.519880 0.0014 -0.0067 -0.0654 0.39
H -6.359571 -8.915456 -3.261008 -0.0207 -0.0094 -0.0039 0.24
H 0.575528 -2.232613 -3.579464 0.0850 -0.0270 0.0159 0.40
H 3.248390 -6.692993 -2.674452 -0.0175 -0.0418 -0.1242 0.44
H -0.129888 -9.903450 -5.011156 -0.0098 0.0084 0.0301 0.33
H -5.208963 -6.038361 -5.445050 -0.0686 0.0142 0.0476 0.44
H -1.246062 -9.400583 -6.295774 0.0165 -0.0153 -0.0072 0.25
H 1.427210 -0.469708 -1.866345 0.1574 -0.2196 0.2339 0.36
H -3.873420 10.392057 5.852012 -0.0532 -0.0423 -0.0233 0.38
H 3.326011 1.799911 3.293631 -0.0095 -0.0449 -0.0429 0.40
H 1.049525 4.067300 1.093771 0.0443 0.0259 0.0579 0.14
H 2.043770 7.184484 4.011592 -0.0059 0.0051 -0.0116 0.41
H -3.505150 10.643915 10.643961 -0.0140 0.0039 -0.0304 0.33
H -1.198170 -9.062304 -2.499982 0.0860 -0.0012 -0.0315 0.44
H -4.733495 6.347930 4.802489 -0.0076 0.0162 0.0109 0.33
H 0.350600 0.640070 -2.643112 0.0021 0.1634 0.1820 0.25
H -3.409040 -7.888775 -2.572717 0.0292 -0.0041 -0.0774 0.28
H -1.297373 -3.693580 -3.133655 0.0145 0.0090 -0.1675 0.25
H -5.190084 -5.677896 -3.706374 0.0333 -0.0019 0.0153 0.33
H 4.287534 -6.576776 -1.215568 0.0373 -0.1260 0.0986 0.29
H 0.291939 6.449244 1.292779 0.0152 0.0665 0.0350 0.39
H -0.171085 -8.202465 -5.538622 -0.0177 0.0063 -0.0098 0.31
H 2.703733 4.244748 3.422952 -0.0449 -0.0138 -0.0652 0.16
H 0.906254 6.314271 5.061844 -0.0248 0.0045 0.0041 0.20
H 5.626325 -3.759754 -5.456187 0.0364 0.0472 -0.1196 0.35
H -1.937632 10.272759 9.891433 0.0017 -0.0197 -0.0045 0.33
H -2.834530 -6.835374 -5.262558 -0.0368 -0.0355 0.0598 0.20
H 4.120934 -5.450714 -4.636392 -0.0825 -0.0286 -0.1304 0.30
H -2.026749 7.935616 7.896711 -0.0973 -0.0270 -0.0461 0.18
H -0.676805 -5.254287 -1.631477 -0.1518 -0.1408 0.0278 -0.05
H -4.614127 10.868571 8.021981 0.0381 0.0427 0.0558 0.39
H 1.426295 0.081345 2.071730 0.0257 0.0312 0.0197 0.40
H 1.325669 -5.352503 -2.667908 -0.1387 -0.0750 -0.0905 0.67
H 0.014369 1.042743 1.580786 -0.0012 -0.0348 0.0046 0.39
H -0.869096 7.867937 6.557703 0.0207 -0.0269 0.0684 0.37
H 2.343538 -0.857385 -4.322299 0.0878 -0.0058 -0.0678 0.41
H -2.570143 6.761702 5.133525 -0.0082 0.0234 0.0034 0.29
H 1.809501 5.231537 -0.012246 -0.0376 -0.0571 -0.0195 0.34
H 0.500047 -4.448050 1.255053 -0.0857 -0.1198 0.1883 0.10
H 1.513285 1.103904 0.621417 -0.0206 -0.0062 0.0058 0.04
H -4.479671 4.818940 5.674629 0.0288 0.0229 0.0104 0.32
H -2.845077 11.030023 8.002617 0.0219 -0.0248 -0.0152 0.34
H 2.642732 -4.290274 0.714101 0.3320 -0.1106 0.0094 0.09
H -6.357377 -7.250304 -2.631672 0.0164 -0.0118 0.0054 0.34
H 4.309711 3.852554 2.777373 -0.0141 0.0379 0.0698 0.39
H -3.125373 -5.110816 -4.968329 0.0400 -0.0174 -0.0328 0.40
H -2.129209 -7.101267 -1.637776 -0.0802 -0.0313 0.0357 0.47
H 3.023196 1.059514 -2.252687 0.0005 0.0190 0.1708 0.08
H 1.205944 -3.240403 -1.658526 0.0094 0.0748 0.1370 0.01
H 4.093106 4.229922 -3.444525 0.0201 0.1275 -0.0707 0.42
H -0.976012 -4.290356 -0.208451 -0.1040 0.1989 0.1212 0.45
H 4.093095 0.272867 -3.374186 0.2084 -0.1585 0.0968 0.21
H 1.542446 0.658277 -4.658641 -0.1143 -0.0792 -0.2106 0.39
H 6.545327 -5.087628 -4.734456 -0.0141 -0.1144 -0.1177 0.35
H -2.797813 9.025754 10.824873 -0.0040 0.0109 0.0203 0.23
H 3.919896 -3.955081 -3.698087 -0.0254 0.0734 0.0344 0.11
H -0.560308 -1.018359 -4.086046 -0.0223 -0.1564 -0.2474 0.58
H -5.764348 5.931555 6.191411 -0.0105 -0.0204 -0.0015 0.24
H -0.469239 -7.698518 -3.379874 -0.0082 0.0405 -0.0194 0.05
H -4.404674 8.849893 6.551499 0.0595 -0.0089 0.0459 0.18
H 2.681025 2.415572 -4.726621 -0.0465 0.0948 -0.1647 0.32
H 1.931801 6.895660 1.807723 0.0257 -0.0233 0.0108 0.36
H 6.074956 -2.674539 -3.396533 0.0414 0.1311 0.0089 0.30
H -1.939903 -1.292816 -2.336516 -0.1305 0.2206 0.1523 0.57
H 0.299150 7.545610 3.933879 0.0291 0.0217 -0.0042 0.36
```
Forces are in eV/Å.

As for the strongest force on any atom: 0.0216 hartree/bohr. As for the total charge: +1. The calculation puts the orbital gap at 7.28 eV. The electronic energy comes out at -70714.547 eV. For the LUMO energy, the calculation gives -2.78 eV.